1.
Computed, not measured: C38H39FeN2 as an isolated structure at a distorted geometry, with ωB97M-V/def2-TZVPD.

Geometry as XYZ:
```
80
Properties=species:S:1:pos:R:3:lowdin_spin:R:1
C 6.145 -0.414 2.664 0.0143
C 4.737 0.072 2.529 0.0402
C 3.814 -0.707 1.843 0.0497
C 2.488 -0.269 1.688 0.1030
C 1.555 -1.014 0.914 0.6513
C 2.126 1.014 2.160 0.0363
N 0.874 1.482 1.750 0.1411
C -0.078 0.719 1.160 0.5108
N -1.274 1.378 1.308 0.1641
C -2.575 0.826 1.482 0.0219
C -2.765 -0.176 2.445 0.0368
C -1.618 -0.833 3.150 0.0973
C -4.076 -0.503 2.806 0.0659
C -5.180 0.124 2.222 0.0413
C -6.566 -0.202 2.684 0.0471
C -4.962 1.119 1.267 0.0374
C -3.668 1.457 0.866 0.0326
C -3.497 2.510 -0.174 0.0408
C -0.973 2.706 1.662 0.0249
C 0.346 2.788 1.868 0.0424
C 3.001 1.752 2.971 0.0385
C 2.636 2.983 3.733 0.0344
C 4.321 1.293 3.077 0.0226
H 6.670 0.129 3.450 0.0012
H 6.157 -1.482 2.902 0.0022
H 6.712 -0.293 1.735 0.0034
H 4.091 -1.666 1.394 0.0062
H -0.038 -0.389 1.151 0.0676
H 1.598 -0.736 -0.146 0.0339
H 1.546 -2.093 1.090 0.0468
H -1.973 -1.308 4.074 0.0201
H -1.153 -1.626 2.544 0.0232
H -0.843 -0.113 3.444 0.0097
H -4.238 -1.248 3.587 0.0174
H -7.305 0.262 2.025 0.0042
H -6.722 -1.286 2.691 0.0089
H -6.750 0.161 3.705 0.0094
H -5.814 1.644 0.827 0.0072
H -4.402 2.534 -0.794 0.0083
H -3.395 3.507 0.278 0.0106
H -2.645 2.328 -0.837 0.0032
H -1.735 3.440 1.873 0.0138
H 0.927 3.664 2.106 0.0080
H 3.102 2.949 4.727 0.0050
H 3.027 3.881 3.232 0.0066
H 1.565 3.110 3.899 0.0073
H 5.036 1.910 3.621 0.0026
C 0.162 -4.405 -4.554 0.0132
C 0.219 -3.053 -5.079 0.0036
C -0.945 -2.331 -4.597 0.0185
C -1.721 -3.239 -3.769 0.0282
C -1.037 -4.523 -3.747 -0.0155
Fe 0.110 -3.058 -3.094 0.2376
C -0.022 -3.275 -1.139 0.0378
C 1.244 -3.794 -1.646 0.0222
C 1.896 -2.752 -2.385 0.0602
C 1.084 -1.512 -2.250 0.0345
C 1.640 -0.226 -2.449 0.4848
C 1.010 1.057 -2.638 0.0771
C 0.792 1.584 -3.944 0.0352
C 0.476 2.930 -4.119 0.0174
C 0.418 3.800 -3.015 0.0164
C 0.674 3.304 -1.722 0.0154
C 0.827 1.937 -1.546 0.0436
C -0.148 -1.903 -1.538 0.0683
H 0.853 -5.208 -4.792 0.0062
H 0.957 -2.668 -5.776 0.0048
H -1.226 -1.317 -4.868 0.0083
H -2.687 -3.022 -3.326 0.0226
H -1.405 -5.431 -3.280 0.0095
H -0.715 -3.819 -0.501 0.0390
H 1.659 -4.781 -1.442 0.0098
H 2.893 -2.753 -2.833 0.0072
H 2.672 -0.278 -2.845 0.0255
H 0.906 0.902 -4.794 0.0049
H 0.305 3.312 -5.131 0.0030
H 0.171 4.855 -3.151 0.0039
H 0.755 3.992 -0.871 0.0062
H 0.857 1.474 -0.559 0.0167
H -0.906 -1.178 -1.254 0.0121
```

Strongest force on any atom   0.061 hartree/bohr
LUMO level (alpha / beta)   2.57 / 2.08 eV
2S+1   5
<S²>   6.051
Gap between HOMO and LUMO (alpha / beta)   1.602 / 7.721 eV
Net charge   -1

2.
Computed, not measured: a 2-piece molecular cluster, C5H9FO overall at a distorted geometry, with ωB97M-V/def2-TZVPD.

Geometry as XYZ:
```
16
Properties=species:S:1:pos:R:3:nbo_charge:R:1
C 0.261 0.208 0.212 0.2066
C -0.190 -1.129 -0.075 0.3054
C 0.095 1.313 -0.896 -0.6509
C 1.470 0.483 1.050 -0.6498
C -0.163 -2.341 -0.630 -0.5095
O -1.023 -0.321 0.684 -0.5189
F -3.105 0.911 0.165 -0.5974
H -0.975 1.626 -0.810 0.2540
H 0.225 0.873 -1.964 0.2370
H 0.758 2.165 -0.572 0.2183
H 2.256 0.963 0.500 0.2318
H 1.920 -0.326 1.614 0.2293
H 1.206 1.046 1.886 0.2331
H 0.551 -2.595 -1.361 0.2191
H -2.447 0.376 0.579 0.5627
H -0.839 -3.252 -0.380 0.2292
```

Strongest force on any atom   0.064 hartree/bohr
LUMO level   0.76 eV
2S+1   1
Energy relative to the best compared isomer or geometry (same formula, charge and spin)   235.8 kJ/mol
Gap between HOMO and LUMO   10.444 eV
Net charge   0

3.
Computed, not measured: C32H41BrIN9O5PSSr as an isolated structure, with ωB97M-V/def2-TZVPD.

Geometry as XYZ:
```
92
Properties=species:S:1:pos:R:3:lowdin_charge:R:1
Sr 0.453 -0.486 0.137 1.0223
O 4.468 1.313 1.693 -0.0053
C 5.048 1.847 0.605 -0.2947
C 6.279 2.496 0.747 -0.0327
C 6.906 3.066 -0.347 -0.1121
C 6.322 2.998 -1.605 -0.1150
C 5.100 2.355 -1.746 -0.0489
C 4.444 1.784 -0.662 -0.0964
C 3.106 1.082 -0.860 -0.4358
O 2.530 0.668 0.318 -0.3894
N 2.243 2.042 -1.593 0.0034
N 0.996 1.570 -1.827 -0.0187
C 0.061 2.423 -2.014 -0.2042
C -1.316 2.041 -2.301 -0.6122
Br -1.702 0.181 -2.245 0.8786
C -2.326 2.896 -2.486 -0.1088
C -2.215 4.368 -2.539 -0.2304
C -3.083 5.146 -1.772 -0.0367
C -3.006 6.529 -1.800 -0.0884
C -2.069 7.161 -2.605 -0.1000
C -1.214 6.398 -3.388 -0.0858
C -1.289 5.013 -3.359 -0.0527
H 3.571 0.934 1.326 0.0509
H 6.726 2.529 1.733 0.1090
H 7.860 3.564 -0.217 0.0931
H 6.812 3.436 -2.465 0.0884
H 4.633 2.289 -2.722 0.1102
H 3.235 0.240 -1.559 0.1106
H 2.245 2.963 -1.154 0.1244
H 0.259 3.494 -1.948 0.1205
H -3.327 2.488 -2.563 0.1045
H -3.810 4.654 -1.137 0.1165
H -3.679 7.116 -1.187 0.1001
H -2.010 8.241 -2.627 0.0970
H -0.489 6.882 -4.031 0.1005
H -0.637 4.421 -3.989 0.1173
N 3.028 3.972 2.280 0.1172
C 1.906 3.152 2.371 -0.3249
C 0.805 3.321 1.536 -0.0372
C -0.275 2.457 1.612 -0.0889
C -0.295 1.431 2.548 -0.3117
C 0.776 1.303 3.432 -0.0480
C 1.862 2.146 3.340 -0.0216
S -1.645 0.270 2.499 0.5317
O -2.462 0.472 3.667 -0.3084
O -2.239 0.519 1.191 -0.3893
N -0.963 -1.152 2.356 -0.1927
C 0.036 -1.650 3.141 -0.5337
N 1.158 -1.950 2.441 0.0729
C 2.188 -2.452 3.105 -0.1222
C 2.137 -2.688 4.469 -0.0643
C 0.939 -2.370 5.093 -0.1464
N -0.108 -1.863 4.461 0.1345
H 3.100 4.461 1.400 0.0863
H 3.880 3.452 2.454 0.0726
H 0.811 4.115 0.796 0.1098
H -1.116 2.567 0.938 0.1078
H 0.761 0.547 4.208 0.1088
H 2.707 2.019 4.005 0.1205
H 3.075 -2.662 2.516 0.1187
H 2.978 -3.094 5.010 0.0906
H 0.814 -2.532 6.160 0.1025
C -1.437 -3.865 -3.338 -0.1391
N -2.117 -4.492 -2.216 -0.3021
C -2.384 -5.901 -2.401 -0.1224
P -2.416 -3.689 -0.800 0.5207
O -1.947 -2.288 -0.891 -0.4313
N -1.820 -4.694 0.376 -0.2957
C -0.458 -5.202 0.228 -0.1249
C -2.154 -4.436 1.774 -0.0927
N -4.043 -3.682 -0.429 -0.3073
C -4.799 -4.885 -0.156 -0.1366
C -4.855 -2.559 -0.863 -0.1014
H -0.481 -4.357 -3.531 0.0511
H -1.223 -2.826 -3.111 0.0233
H -2.062 -3.925 -4.238 0.0794
H -1.453 -6.448 -2.592 0.0831
H -3.049 -6.062 -3.257 0.0810
H -2.849 -6.329 -1.516 0.0623
H -0.179 -5.277 -0.820 0.0417
H -0.389 -6.188 0.696 0.0819
H 0.266 -4.532 0.703 0.0538
H -3.172 -4.064 1.863 0.0767
H -1.488 -3.692 2.212 0.0610
H -2.065 -5.369 2.338 0.0841
H -4.143 -5.669 0.216 0.0642
H -5.323 -5.258 -1.047 0.0807
H -5.551 -4.681 0.612 0.0817
H -4.229 -1.677 -0.974 0.0624
H -5.620 -2.351 -0.110 0.0829
H -5.362 -2.767 -1.816 0.0809
I 1.814 -2.774 -1.751 -0.1632
```

Strongest force on any atom   0.019 hartree/bohr
LUMO level   2.17 eV
2S+1   1
Energy relative to the best compared isomer or geometry (same formula, charge and spin)   5.4 kJ/mol
Gap between HOMO and LUMO   7.193 eV
Net charge   -1

4.
Computed, not measured: a 3-piece molecular cluster, C12H15N3 overall at a distorted geometry, with ωB97M-V/def2-TZVPD.

Geometry as XYZ:
```
30
Properties=species:S:1:pos:R:3:nbo_charge:R:1
N 1.681 1.168 3.277 -0.5175
C 1.727 2.280 4.099 -0.0883
C 2.931 3.021 3.975 -0.3244
C 3.509 2.377 2.856 -0.3068
C 2.838 1.163 2.540 -0.1086
H 1.071 0.363 3.279 0.4175
H 1.014 2.390 4.902 0.1945
H 3.196 3.996 4.357 0.2216
H 4.341 2.770 2.291 0.2065
H 3.125 0.450 1.781 0.2266
N 1.242 -2.422 -2.151 -0.5723
C 1.547 -3.390 -1.213 -0.2073
C 1.605 -2.856 0.002 -0.3381
C 1.229 -1.503 -0.159 -0.3526
C 0.973 -1.303 -1.471 -0.1779
H 0.988 -2.664 -3.098 0.3347
H 1.708 -4.358 -1.665 0.1898
H 1.902 -3.305 0.938 0.2070
H 1.174 -0.791 0.651 0.1953
H 0.581 -0.435 -1.980 0.2012
N -4.943 0.034 -2.670 -0.5201
C -4.534 1.170 -2.094 -0.1110
C -3.168 1.159 -1.773 -0.3448
C -2.760 -0.118 -2.121 -0.3608
C -3.805 -0.718 -2.795 -0.2670
H -5.837 -0.171 -3.092 0.3994
H -5.212 2.011 -2.096 0.1834
H -2.553 1.889 -1.267 0.2168
H -1.761 -0.519 -2.038 0.2190
H -3.808 -1.690 -3.266 0.1842
```

Strongest force on any atom   0.074 hartree/bohr
LUMO level (alpha / beta)   3.06 / 3.01 eV
2S+1   2
<S²>   0.750
Energy relative to the best compared isomer or geometry (same formula, charge and spin)   0.0 kJ/mol
Gap between HOMO and LUMO (alpha / beta)   1.909 / 8.186 eV
Net charge   -1

5.
Computed, not measured: C37H27F4IrN8O5S as an isolated structure at a distorted geometry, with ωB97M-V/def2-TZVPD.

Geometry as XYZ:
```
83
Properties=species:S:1:pos:R:3:lowdin_spin:R:1
Ir 0.228 0.871 -0.050 0.4843
N -1.858 3.462 3.092 -0.0039
C -1.024 2.578 2.536 -0.0002
N -0.839 2.471 1.260 -0.0010
C -1.514 3.320 0.389 -0.0119
N -1.170 3.368 -0.867 0.0027
N -0.318 2.502 -1.324 -0.0033
C 0.288 2.621 -2.470 0.0582
C 1.154 1.577 -2.901 0.0004
C 1.798 1.613 -4.149 0.0111
C 2.754 0.668 -4.443 0.0011
C 3.046 -0.312 -3.497 0.0109
C 2.311 -0.335 -2.321 0.0002
N 1.398 0.573 -2.026 -0.0111
C -2.534 4.193 0.909 -0.0015
C -3.345 4.984 0.092 -0.0021
C -4.241 5.866 0.658 -0.0003
C -4.353 5.960 2.042 -0.0032
C -3.585 5.159 2.868 0.0004
C -2.669 4.277 2.307 -0.0033
H -1.931 3.535 4.098 -0.0001
H -0.462 1.929 3.196 0.0002
H 0.189 3.519 -3.067 0.0025
H 1.559 2.399 -4.847 0.0003
H 3.272 0.687 -5.390 -0.0002
H 3.823 -1.041 -3.670 0.0004
H 2.477 -1.104 -1.580 -0.0003
H -3.254 4.880 -0.977 0.0000
H -4.856 6.491 0.029 0.0000
H -5.046 6.663 2.479 -0.0002
H -3.688 5.217 3.941 0.0001
C -2.761 -0.411 -3.839 0.0017
S -1.037 -0.956 -3.932 0.0091
O -1.226 -1.801 -1.639 0.0857
C -1.181 -2.550 -4.700 0.0004
C -1.957 -3.548 -4.124 0.0004
C -2.022 -4.788 -4.734 0.0000
C -1.311 -5.033 -5.899 0.0004
C -0.544 -4.030 -6.469 0.0000
C -0.462 -2.789 -5.866 0.0004
H -3.355 -1.179 -3.353 0.0005
H -3.118 -0.232 -4.849 0.0006
H -2.796 0.511 -3.265 0.0000
H -2.472 -3.365 -3.194 0.0001
H -2.620 -5.570 -4.294 0.0000
H -1.341 -6.010 -6.357 0.0000
H -0.007 -4.218 -7.384 0.0000
H 0.128 -2.001 -6.308 0.0001
F -2.227 -4.161 5.574 0.0001
C -1.166 -4.637 4.889 0.0001
F -1.504 -5.881 4.511 0.0001
F -0.165 -4.752 5.762 0.0000
C -0.860 -3.744 3.721 0.0010
C 0.311 -2.990 3.643 -0.0001
C 0.496 -2.108 2.600 0.0020
C -0.482 -1.975 1.581 0.0097
C -1.655 -2.775 1.683 0.0041
C -1.844 -3.626 2.740 0.0004
C -0.418 -1.050 0.537 0.0553
C -1.169 -1.023 -0.676 0.0162
H 1.067 -3.088 4.410 0.0000
H 1.391 -1.506 2.532 0.0002
H -2.422 -2.672 0.934 -0.0002
H -2.756 -4.197 2.825 0.0001
F 5.508 -2.444 2.663 0.0000
C 5.004 -1.280 3.091 0.0000
C 4.858 -0.251 2.234 0.0005
N 4.353 0.948 2.637 0.0018
C 4.020 1.951 1.662 0.0030
C 2.659 1.621 1.029 0.0047
O 2.167 2.399 0.200 -0.0115
O 2.100 0.563 1.393 0.1005
C 3.853 1.128 3.922 0.0003
O 3.272 2.134 4.249 0.0000
N 4.090 0.084 4.778 0.0000
C 4.594 -1.186 4.490 0.0000
O 4.626 -2.054 5.321 -0.0001
H 5.112 -0.347 1.188 0.0000
H 4.782 2.016 0.884 0.0003
H 3.932 2.919 2.162 0.0001
H 3.753 0.217 5.726 0.0000
N -2.859 0.930 -0.427 0.1696
C -1.948 0.222 -0.583 0.0117
```

Strongest force on any atom   0.065 hartree/bohr
LUMO level (alpha / beta)   -4.95 / -4.92 eV
2S+1   2
<S²>   0.825
Energy relative to the best compared isomer or geometry (same formula, charge and spin)   339.3 kJ/mol
Gap between HOMO and LUMO (alpha / beta)   4.637 / 4.653 eV
Net charge   +1

6.
Computed, not measured: a 2-piece molecular cluster, CH4O3 overall at a distorted geometry, with ωB97M-V/def2-TZVPD.

Geometry as XYZ:
```
8
Properties=species:S:1:pos:R:3:nbo_charge:R:1
O 1.237 0.259 -2.704 -0.9492
H 2.028 0.371 -2.130 0.4650
H 0.471 0.374 -2.096 0.4841
O -1.068 0.200 -0.153 -0.5498
O -0.279 -0.954 1.597 -0.7137
C -0.968 0.071 1.024 0.6651
H -0.083 -0.978 2.574 0.5041
H -1.338 0.657 1.889 0.0945
```

Strongest force on any atom   0.042 hartree/bohr
LUMO level   0.34 eV
2S+1   1
Energy relative to the best compared isomer or geometry (same formula, charge and spin)   65.8 kJ/mol
Gap between HOMO and LUMO   11.329 eV
Net charge   0

7.
Computed, not measured: C20H46CoO4P4 as an isolated structure at a distorted geometry, with ωB97M-V/def2-TZVPD.

Geometry as XYZ:
```
75
Properties=species:S:1:pos:R:3:lowdin_spin:R:1
Co -0.101 -0.510 0.410 2.2573
P -1.265 -0.764 2.547 0.0929
P 1.590 -1.633 0.677 0.1076
P -1.733 -1.446 -0.481 0.0959
H -1.057 3.122 -2.282 0.0000
C -2.145 3.166 -2.299 0.0002
C -2.911 3.298 -1.206 0.0001
H -2.529 3.258 -0.183 -0.0001
C -0.804 0.316 3.945 0.0164
C -1.116 -2.439 3.295 0.0188
C -3.066 -0.354 2.512 0.0132
C 3.042 -0.958 -0.172 0.0226
C 2.263 -1.795 2.370 0.0232
C 1.541 -3.360 0.099 0.0290
C -3.148 -0.296 -0.774 0.0427
C -2.468 -2.991 0.239 0.0104
C -1.561 -2.087 -2.193 0.0201
H -2.599 3.161 -3.298 0.0000
H -4.006 3.296 -1.330 0.0000
H -1.003 1.352 3.639 0.0002
H 0.252 0.218 4.221 0.0001
H -1.430 0.083 4.819 0.0035
H -0.080 -2.656 3.581 -0.0001
H -1.459 -3.213 2.601 0.0001
H -1.744 -2.480 4.196 0.0041
H -3.201 0.617 2.003 0.0003
H -3.432 -0.265 3.547 0.0029
H -3.638 -1.128 1.981 0.0000
H 3.319 -1.678 -0.952 0.0006
H 3.866 -0.857 0.551 0.0023
H 2.836 0.026 -0.621 0.0018
H 3.291 -2.182 2.325 0.0048
H 1.665 -2.477 2.983 -0.0001
H 2.308 -0.814 2.865 0.0006
H 2.542 -3.810 0.113 0.0057
H 1.162 -3.465 -0.926 0.0007
H 0.894 -3.970 0.748 -0.0003
H -3.694 -0.600 -1.677 0.0057
H -2.797 0.739 -0.898 0.0024
H -3.823 -0.336 0.085 0.0005
H -3.076 -3.489 -0.526 0.0013
H -3.100 -2.793 1.109 0.0002
H -1.659 -3.673 0.529 0.0000
H -2.550 -2.423 -2.537 0.0030
H -0.850 -2.911 -2.315 -0.0001
H -1.216 -1.269 -2.835 0.0016
C 0.896 0.015 -3.461 0.2561
C 2.243 -0.284 -3.759 0.0657
C 2.591 -0.649 -5.064 0.0874
C 1.629 -0.792 -6.079 0.3051
C 0.302 -0.440 -5.780 0.0543
C -0.040 0.033 -4.509 0.1017
O 0.486 0.246 -2.155 0.1651
H 0.529 -0.580 -1.522 0.0411
H 2.954 -0.311 -2.934 0.0001
H 3.652 -0.855 -5.262 0.0005
H 1.892 -1.126 -7.100 0.0100
H -0.468 -0.514 -6.556 -0.0007
H -1.058 0.365 -4.262 0.0013
C -0.214 3.993 1.612 0.0032
O -0.318 2.549 1.704 0.0276
P 0.744 1.452 1.090 0.0687
O 1.812 1.358 2.414 0.0054
C 1.884 2.287 3.492 0.0007
O 1.651 2.322 0.047 0.0104
C 2.869 3.065 0.331 0.0025
H -1.155 4.393 2.015 0.0003
H -0.116 4.309 0.563 0.0004
H 0.643 4.352 2.206 0.0005
H 0.892 2.507 3.910 0.0002
H 2.489 1.810 4.284 0.0000
H 2.363 3.221 3.160 0.0002
H 3.484 3.035 -0.579 0.0001
H 2.605 4.111 0.568 0.0002
H 3.451 2.598 1.144 0.0000
```

Strongest force on any atom   0.134 hartree/bohr
LUMO level (alpha / beta)   -8.68 / -12.78 eV
2S+1   5
<S²>   6.038
Gap between HOMO and LUMO (alpha / beta)   8.444 / 4.344 eV
Net charge   +3